Entry from the Open Molecules 2025 dataset: the ion C2H2FO2S with charge -1 (ωB97M-V/def2-TZVPD).

total charge	-1
frontier orbital gap	7.56	eV
2S+1	1
ΔE to the lowest compared entry with this formula, charge and spin	179.7	kJ/mol

Geometry (Å):
S 0.9414 -0.0128 -1.2184
F -1.4467 -1.0884 -0.1532
O 1.4043 -1.4079 -0.8952
O 0.4171 0.1743 -2.5799
C -0.3022 0.5866 1.2133
C -0.5525 0.0390 0.0147
H 0.4689 1.3656 1.4295
H -0.9303 0.3436 2.1892

Quick look at the Löwdin charges, all values in e: 0.62, -0.11, -0.57, -0.57, -0.08, -0.41, 0.04, 0.08